ORCA calculation (ωB97M-V/def2-TZVPD) on a cluster of 13 separate species, C29H84N2O13 in total at a distorted geometry.

Properties
Calculated total energy in eV: -61021.0788

```
128
C29H84N2O13 (ωB97M-V/def2-TZVPD)
C -2.472 3.371 -0.611
O -1.141 3.193 -0.282
H -2.886 4.116 0.016
H -3.047 2.465 -0.533
H -2.646 3.762 -1.659
H -0.679 2.905 -1.093
C 1.297 2.085 -2.515
O 0.127 2.806 -2.447
H 1.329 1.614 -3.500
H 1.382 1.252 -1.849
H 2.125 2.733 -2.389
H -0.011 3.250 -3.322
C -0.283 0.347 0.500
O 0.309 -0.652 -0.239
H 0.567 1.102 0.643
H -0.574 0.039 1.534
H -1.118 0.836 0.099
H -0.270 -1.396 -0.242
C 1.008 1.706 3.806
O 2.381 1.746 3.844
H 0.677 2.588 3.310
H 0.628 1.678 4.795
H 0.655 0.868 3.329
H 2.597 2.645 4.114
C -2.348 3.135 2.951
O -2.653 1.875 2.510
N -2.826 3.669 4.060
N -1.576 3.935 2.347
H -3.460 2.966 4.458
H -2.496 4.552 4.565
H -1.169 3.605 1.473
H -1.355 4.823 2.717
C 2.281 -2.977 -0.064
C 3.158 -3.965 0.661
C 4.545 -3.897 0.071
O 3.322 -3.808 1.888
H 2.550 -2.081 0.396
H 1.274 -3.189 0.085
H 2.417 -2.902 -1.106
H 2.725 -4.952 0.381
H 4.600 -4.213 -0.959
H 5.255 -4.538 0.556
H 5.022 -2.936 0.040
H 2.486 -3.550 2.329
C 3.247 0.468 1.251
C 4.289 0.147 0.250
C 3.848 -0.027 -1.173
O 5.283 0.886 0.134
H 3.727 0.423 2.261
H 2.456 -0.251 1.415
H 2.910 1.487 1.188
H 4.702 -0.873 0.463
H 3.372 0.879 -1.616
H 3.028 -0.758 -1.135
H 4.757 -0.272 -1.776
H 5.366 1.282 0.935
C -2.048 -1.828 3.242
C -2.512 -1.015 4.396
C -1.404 -0.082 4.995
O -3.448 -0.294 4.017
H -1.705 -1.129 2.430
H -2.878 -2.451 2.808
H -1.142 -2.546 3.575
H -2.967 -1.603 5.145
H -0.519 -0.655 5.195
H -1.768 0.501 5.844
H -1.196 0.588 4.132
H -3.021 0.217 3.355
C -0.893 -5.276 -0.790
C -1.454 -3.895 -1.059
C -1.735 -3.184 0.255
O -0.713 -3.117 -1.691
H -0.806 -5.921 -1.688
H -1.503 -5.718 0.062
H 0.189 -5.402 -0.475
H -2.393 -3.991 -1.552
H -2.051 -2.124 0.044
H -0.784 -3.077 0.838
H -2.430 -3.699 0.900
H -1.287 -2.470 -2.120
C 2.903 -2.323 -5.253
C 1.541 -2.228 -4.637
C 1.800 -1.520 -3.261
O 0.598 -1.628 -5.261
H 3.395 -1.390 -5.417
H 2.901 -2.719 -6.286
H 3.581 -2.924 -4.707
H 1.332 -3.258 -4.296
H 1.845 -0.453 -3.256
H 2.752 -1.866 -2.823
H 1.117 -1.702 -2.513
H 0.389 -2.157 -6.018
C -1.868 0.695 -4.272
C -1.844 -0.393 -3.253
C -2.919 -0.278 -2.234
O -1.855 -1.460 -3.924
H -1.811 1.638 -3.765
H -2.773 0.708 -4.975
H -0.880 0.593 -4.751
H -0.880 -0.387 -2.722
H -3.788 -0.276 -2.840
H -2.806 0.708 -1.790
H -3.079 -1.060 -1.485
H -0.964 -1.516 -4.352
C -5.634 0.491 -0.072
C -4.848 -0.380 0.923
C -4.863 -1.892 0.715
O -3.628 -0.150 0.861
H -6.591 -0.010 -0.243
H -5.171 0.697 -0.991
H -5.921 1.474 0.334
H -5.221 -0.099 1.884
H -4.467 -2.347 1.555
H -4.380 -2.228 -0.180
H -5.937 -2.210 0.738
H -3.434 0.778 0.917
C 2.612 3.635 -0.077
C 2.615 4.461 1.146
C 3.316 5.752 0.816
O 1.521 4.586 1.723
H 3.583 3.169 -0.308
H 2.440 4.252 -0.967
H 1.802 2.891 -0.091
H 3.112 3.980 1.846
H 4.345 5.557 0.575
H 3.382 6.405 1.629
H 2.830 6.321 0.011
H 1.573 4.271 2.651
```